(one)
Density functional theory data (wB97M-V/def2-TZVPD) for a cluster of 2 separate species, C4H9NO in total.

Element x y z (Å)
C1 -1.62684 -1.14461 0.90829
C2 -1.49157 -1.10762 -0.40523
O1 -0.67957 -1.97641 -1.12185
H1 -1.08327 -1.86440 1.51243
H2 -2.38916 -0.56588 1.41633
H3 -2.11479 -0.48732 -1.03906
H4 -1.03111 -2.85370 -0.91680
C3 1.55258 0.09578 -0.59257
N1 1.32503 1.30042 -0.86614
C4 1.20477 2.20772 0.26374
H5 1.38239 -0.66180 -1.34778
H6 1.55594 -0.23639 0.45117
H7 1.53899 3.21960 0.05895
H8 0.14135 2.23205 0.51238
H9 1.71525 1.84257 1.16612

Output
Total charge: 0
Lowest unoccupied orbital energy: 0.87 eV
SMILES: C=CO.C=NC
HOMO level: -9.42 eV
HOMO-LUMO gap: 10.2862 eV

Mulliken atomic charges, in units of e:
1 C -0.616
2 C -0.004
3 O -0.486
4 H 0.257
5 H 0.249
6 H 0.320
7 H 0.299
8 C -0.359
9 N -0.362
10 C -0.666
11 H 0.333
12 H 0.207
13 H 0.274
14 H 0.264
15 H 0.290

(two)
Density functional theory data (wB97M-V/def2-TZVPD) for the molecule C4H9NO.

Element x y z (Å)
C1 -0.26778 -2.07212 0.11225
C2 -0.42880 -0.62564 -0.24473
C3 0.55763 0.28332 -0.24509
N1 1.91161 0.01582 -0.19470
O1 0.35525 1.62801 -0.35329
C4 -0.91850 2.07940 0.07033
H1 0.39874 -2.19371 0.97544
H2 0.11240 -2.70469 -0.70077
H3 -1.24137 -2.47673 0.40477
H4 -1.41717 -0.29404 -0.53287
H5 2.18074 -0.95025 -0.11163
H6 2.49525 0.68121 0.28851
H7 -0.90956 3.16460 -0.03504
H8 -1.72653 1.67317 -0.54886
H9 -1.10192 1.79166 1.11569

Output
Total charge: 0
Lowest unoccupied orbital energy: 1.04 eV
SMILES: C/C=C(\N)OC
HOMO level: -7.75 eV
HOMO-LUMO gap: 8.7927 eV

Mulliken atomic charges, in units of e:
1 C -1.268
2 C -0.092
3 C 0.538
4 N -0.472
5 O -0.403
6 C -0.765
7 H 0.334
8 H 0.272
9 H 0.340
10 H 0.193
11 H 0.217
12 H 0.220
13 H 0.243
14 H 0.290
15 H 0.352

(two) ends up most stable, edging out the next structure by 134.4 kJ/mol.

(one)
Density functional theory data (wB97M-V/def2-TZVPD) for the molecule C4H9NO.

Element x y z (Å)
C1 -2.37223 -0.05281 0.44339
C2 -1.11776 -0.59730 1.05774
C3 0.39766 -0.67293 -0.45114
O1 0.00599 0.14274 0.53527
N1 1.56744 -0.34719 -0.94412
C4 2.30342 0.87494 -0.72996
H1 -2.40888 -0.26081 -0.63545
H2 -3.23834 -0.51429 0.91782
H3 -2.36743 1.02611 0.59614
H4 -1.02446 -0.48751 2.13175
H5 -1.00759 -1.65426 0.78341
H6 1.81649 -0.99967 -1.66442
H7 1.71141 1.69429 -1.14297
H8 2.46972 1.04993 0.33504
H9 3.26455 0.79876 -1.23247

Output
Total charge: 0
Lowest unoccupied orbital energy: 1.04 eV
HOMO level: -8.17 eV
HOMO-LUMO gap: 9.2041 eV

Mulliken atomic charges, in units of e:
1 C -1.102
2 C -0.083
3 C -0.647
4 O -0.221
5 N 0.108
6 C -0.801
7 H 0.281
8 H 0.343
9 H 0.297
10 H 0.307
11 H 0.377
12 H 0.289
13 H 0.269
14 H 0.254
15 H 0.330

(two)
Density functional theory data (wB97M-V/def2-TZVPD) for the molecule C4H9NO.

Element x y z (Å)
C1 1.63054 0.08731 0.60998
N1 0.74147 -0.29381 -0.48636
C2 1.12061 -1.59998 -1.00620
C3 -0.63949 -0.29387 -0.03318
C4 -1.15957 1.11535 0.13593
O1 -2.14780 1.38578 0.75270
H1 1.60863 -0.65698 1.41768
H2 1.33857 1.06014 0.99846
H3 2.64936 0.15558 0.23005
H4 2.16301 -1.55046 -1.31409
H5 1.01479 -2.42039 -0.27742
H6 0.47046 -1.84725 -1.84483
H7 -1.25782 -0.76647 -0.80057
H8 -0.77814 -0.85365 0.90165
H9 -0.54083 1.89277 -0.35065

Output
Total charge: 0
Lowest unoccupied orbital energy: 1.00 eV
SMILES: CN(C)CC=O
HOMO level: -9.18 eV
HOMO-LUMO gap: 10.1719 eV

Mulliken atomic charges, in units of e:
1 C -1.001
2 N -0.152
3 C -0.959
4 C -0.376
5 C -0.085
6 O -0.477
7 H 0.361
8 H 0.323
9 H 0.337
10 H 0.325
11 H 0.349
12 H 0.320
13 H 0.355
14 H 0.297
15 H 0.384

(two) ends up most stable, edging out the next structure by 113.3 kJ/mol.

(one)
Density functional theory data (wB97M-V/def2-TZVPD) for the ion C4H10NOS with charge +1.

Element x y z (Å)
N1 -0.54581 -0.61032 -1.94766
C1 -0.47398 0.04246 -0.58171
C2 -1.40666 -0.73207 0.30876
O1 -2.45677 -1.11269 -0.09957
C3 0.95597 0.14305 -0.09608
C4 1.20954 0.51671 1.35876
S1 0.48807 2.20656 1.74230
H1 -1.51191 -0.47725 -2.27090
H2 0.16161 -0.37608 -2.64234
H3 -0.51059 -1.63285 -1.82954
H4 -0.77387 1.07225 -0.78879
H5 -1.07074 -1.07247 1.29239
H6 1.61065 0.75614 -0.71687
H7 1.47018 -0.83859 -0.14412
H8 0.77417 -0.17606 2.06391
H9 2.27523 0.55288 1.54661
H10 -0.19509 1.73832 2.80486

Output
Total charge: +1
Lowest unoccupied orbital energy: -4.20 eV
SMILES: [NH3+][C@@H](C=O)CCS
HOMO level: -12.83 eV
HOMO-LUMO gap: 8.6334 eV

Mulliken atomic charges, in units of e:
1 N -0.364
2 C 0.317
3 C -0.056
4 O -0.417
5 C -0.872
6 C -0.934
7 S -0.181
8 H 0.373
9 H 0.336
10 H 0.361
11 H 0.302
12 H 0.339
13 H 0.437
14 H 0.389
15 H 0.396
16 H 0.410
17 H 0.164

(two)
Density functional theory data (wB97M-V/def2-TZVPD) for the ion C4H10NOS with charge +1.

Element x y z (Å)
C1 0.34450 -1.37703 -0.39767
C2 -2.28132 -1.33454 -0.07784
C3 2.31914 0.08652 -0.21231
C4 -2.59986 1.38682 0.01707
N1 1.06176 -0.39626 0.43573
O1 -1.04347 -0.83575 -0.07527
S1 -3.54853 -0.26970 -0.27027
H1 0.31260 -2.35186 -0.16121
H2 -2.55281 -2.35286 -0.04672
H3 2.58385 -0.72140 -0.99023
H4 2.31824 1.03660 -0.71364
H5 3.23224 0.06453 0.42984
H6 -1.88164 1.42331 -0.68249
H7 -2.06941 1.40292 0.93109
H8 -3.41184 2.08932 -0.09896
H9 0.43062 0.33106 0.59153
H10 1.34910 -0.56393 1.43654

Output
Total charge: +1
Lowest unoccupied orbital energy (spin up / spin down): -4.51 / -4.52 eV
HOMO level (spin up / spin down): -11.77 / -11.77 eV
HOMO-LUMO gap (spin up / spin down): 7.2601 / 7.2592 eV

Mulliken atomic charges, in units of e:
1 C -0.550
2 C 0.066
3 C -0.758
4 C -0.822
5 N 0.065
6 O -0.283
7 S 0.083
8 H 0.261
9 H 0.371
10 H 0.336
11 H 0.291
12 H 0.345
13 H 0.330
14 H 0.305
15 H 0.335
16 H 0.237
17 H 0.388

(one) ends up most stable, edging out the next structure by 373.4 kJ/mol.

(one)
Density functional theory data (wB97M-V/def2-TZVPD) for the molecule C4H4O5.

Element x y z (Å)
O1 3.07221 0.26161 -0.98650
C1 2.09093 -0.12007 -0.24318
O2 2.02055 0.44504 1.20902
C2 0.66363 -0.56502 -0.58006
O3 -0.01168 -1.06728 0.63348
C3 -0.41607 0.17683 0.15046
C4 -1.95041 0.32928 -0.05733
O4 -2.39941 1.39448 -0.26540
O5 -2.82627 -0.75087 -0.14501
H1 1.24928 0.44475 1.69008
H2 0.40273 -1.15339 -1.38248
H3 -0.30756 1.27484 0.53345
H4 -2.51616 -1.75623 -0.02521

Output
Total charge: 0
Lowest unoccupied orbital energy: -0.68 eV
SMILES: O=C(O)[C@H]1O[C@@H]1C(=O)O
HOMO level: -11.22 eV
HOMO-LUMO gap: 10.5438 eV

Mulliken atomic charges, in units of e:
1 O -0.487
2 C 0.426
3 O -0.489
4 C 0.018
5 O -0.415
6 C 0.109
7 C 0.267
8 O -0.453
9 O -0.527
10 H 0.360
11 H 0.505
12 H 0.322
13 H 0.365

(two)
Density functional theory data (wB97M-V/def2-TZVPD) for a structure of composition C4H4O5.

Element x y z (Å)
C1 0.57904 0.67786 -0.30323
C2 -0.35003 0.15511 0.89842
C3 1.31767 -0.64260 0.14863
C4 -1.60082 -0.31580 0.22662
H1 2.49371 1.16104 -0.27041
H2 0.19819 0.46940 -1.38252
H3 -0.54010 1.01301 1.46044
H4 -2.30568 -1.21884 -1.24791
O1 1.43003 1.70125 -0.24289
O2 0.58058 -0.77970 1.35096
O3 2.20513 -1.46806 -0.22190
O4 -1.50133 -1.29815 -0.61975
O5 -2.50638 0.54550 0.20354

Output
Total charge: 0
Lowest unoccupied orbital energy: -0.14 eV
HOMO level: -10.90 eV
HOMO-LUMO gap: 10.7578 eV

Mulliken atomic charges, in units of e:
1 C 0.377
2 C 0.191
3 C 0.095
4 C 0.345
5 H 0.433
6 H 0.228
7 H 0.520
8 H 0.383
9 O -0.562
10 O -0.402
11 O -0.581
12 O -0.447
13 O -0.578

(two) ends up most stable, edging out the next structure by 75.1 kJ/mol.